# 1
Formula: C28H54N2O25
Source: the OMol25 dataset
Level of theory: ωB97M-V with the def2-TZVPD basis set

Electronic energy, eV: -84072.9622
HOMO energy, eV: -10.4
Maximum force, hartree/bohr: 0.0675
HOMO-LUMO gap, eV: 10.573
Structure (SMILES): C[N+](=O)[O-].C[N+](=O)[O-].CCOC(=O)OC.CCOC(=O)OC.CCOC(=O)OC.CCOC(=O)OC.CCOC(=O)OC.O=C1OCCO1.O=C1OCCO1
Total charge: 0

Geometry as XYZ:
```
109
Properties=species:S:1:pos:R:3:lowdin_charge:R:1
C 2.2266 2.9423 -0.4522 0.069
N 0.7991 2.8072 -0.1351 -0.400
O 0.4903 2.2814 0.9526 0.037
O 0.0198 3.1517 -0.9861 0.076
H 2.6046 3.0653 0.5183 0.091
H 2.2558 3.8811 -0.9900 0.103
H 2.5835 2.1382 -1.1165 0.088
C -4.5043 -1.9304 -4.1490 0.071
N -3.5744 -1.0061 -3.3683 -0.476
O -2.5565 -0.7205 -3.8875 0.076
O -3.8500 -0.7326 -2.2527 0.094
H -4.0163 -2.9005 -4.1527 0.096
H -4.4128 -1.5779 -5.2049 0.107
H -5.5059 -1.8106 -3.7998 0.084
C 1.7446 -0.9184 -6.3767 -0.057
C 1.9045 -2.1612 -5.4999 -0.181
O 0.6288 -2.6325 -4.9758 0.039
C 0.7289 -3.2903 -3.8332 -0.623
O 1.7031 -3.6489 -3.2256 0.113
O -0.5581 -3.5996 -3.5013 -0.031
C -0.6775 -4.3449 -2.2740 -0.019
H 2.7637 -0.4789 -6.5781 0.099
H 1.1698 -0.1044 -5.8525 0.058
H 1.2420 -1.1705 -7.2918 0.066
H 2.4779 -2.0018 -4.5911 0.091
H 2.3484 -2.9708 -6.1221 0.140
H -1.2060 -3.7023 -1.6163 0.079
H 0.3142 -4.5973 -1.9416 0.078
H -1.2466 -5.2613 -2.5173 0.104
C 1.4316 3.2912 -5.4808 -0.050
C 2.8034 3.7103 -4.9736 -0.146
O 3.1857 3.0962 -3.6903 0.053
C 3.6385 1.8985 -3.7896 -0.671
O 3.9431 1.3706 -4.8235 0.122
O 3.5981 1.3231 -2.5783 -0.072
C 4.1265 -0.0365 -2.4969 0.033
H 1.4141 2.2355 -5.7673 0.064
H 1.3083 3.6523 -6.4613 0.069
H 0.6473 3.4273 -4.7847 0.070
H 2.7811 4.7956 -4.7741 0.131
H 3.5439 3.4394 -5.7188 0.118
H 3.6902 -0.6248 -3.3129 0.085
H 3.7506 -0.2699 -1.5199 0.078
H 5.1953 0.0925 -2.5088 0.107
C -5.8200 0.5900 5.5920 -0.069
C -5.1284 1.8631 5.1286 -0.210
O -3.8795 1.4964 4.5411 0.021
C -2.9039 2.3971 4.5086 -0.591
O -2.7851 3.4372 5.0505 0.159
O -1.8348 1.7968 3.9165 -0.028
C -0.6118 2.4630 3.8920 -0.069
H -5.7526 -0.1823 4.8138 0.077
H -6.8975 0.7204 5.6125 0.073
H -5.3904 0.2617 6.5421 0.080
H -4.9683 2.5991 5.9667 0.140
H -5.7265 2.3162 4.2915 0.133
H -0.4027 2.8460 4.8999 0.109
H -0.4918 3.1991 3.0743 0.097
H 0.1385 1.6954 3.7612 0.056
C 0.7127 0.3994 -3.2560 -0.057
C 0.3944 -0.3363 -2.0239 -0.165
O 1.4158 -0.1133 -0.9959 0.015
C 1.2815 -0.4553 0.2907 -0.559
O 2.2159 -0.1983 1.0702 0.090
O 0.0798 -1.0704 0.5614 -0.032
C -0.1767 -1.4584 1.9430 0.002
H -0.0292 0.2414 -4.0599 0.094
H 1.6818 0.0122 -3.6375 0.068
H 0.8265 1.4695 -3.0971 0.075
H 0.3418 -1.3719 -2.3864 0.111
H -0.5955 -0.1127 -1.6387 0.111
H -0.5743 -0.5766 2.4585 0.088
H 0.8046 -1.8116 2.4093 0.106
H -0.9267 -2.2228 1.9517 0.085
C 2.6220 0.4016 4.7312 -0.048
C 1.5011 -0.0380 5.7509 -0.172
O 0.3838 -0.5458 4.9329 -0.030
C -0.7432 -0.7594 5.6305 -0.623
O -1.0583 -0.3164 6.7126 0.120
O -1.4043 -1.6620 4.9109 -0.018
C -2.6842 -2.2125 5.5008 0.039
H 3.2478 -0.4973 4.3553 0.098
H 3.3221 1.0389 5.2947 0.072
H 2.1034 0.8930 3.8858 0.059
H 1.1786 0.8102 6.3786 0.117
H 1.8191 -0.8676 6.4385 0.135
H -3.5365 -1.6194 5.1920 0.075
H -2.6105 -2.2437 6.5891 0.091
H -2.7118 -3.2117 5.0703 0.087
O 5.9383 -1.4588 1.9132 0.187
C 5.0479 -2.1707 1.6433 -0.583
O 4.2616 -2.8166 2.5223 0.072
C 3.3792 -3.5962 1.8399 -0.156
C 3.4048 -3.0880 0.3987 -0.123
O 4.6300 -2.4217 0.3884 0.057
H 3.6955 -4.6621 1.8218 0.139
H 2.3769 -3.4830 2.3332 0.136
H 2.7235 -2.3346 0.0583 0.093
H 3.4557 -3.9439 -0.3336 0.150
O -5.6137 1.1247 1.7821 0.137
C -4.7760 1.5719 1.0354 -0.534
O -4.5167 2.8859 0.8473 0.070
C -3.5430 2.9967 -0.1364 -0.119
C -2.7890 1.6453 -0.0285 -0.131
O -3.8419 0.8425 0.3935 0.046
H -4.0404 3.0970 -1.0666 0.123
H -2.8175 3.7510 0.1137 0.127
H -2.0076 1.6863 0.7559 0.118
H -2.3489 1.2038 -0.9348 0.115
```

# 2
Formula: C28H55AlO2Si4Te
Source: the OMol25 dataset
Level of theory: ωB97M-V with the def2-TZVPD basis set

Electronic energy, eV: -79421.3370
HOMO energy, eV: -6.2
Maximum force, hartree/bohr: 0.0744
ΔE to the lowest compared entry with this formula, charge and spin, kJ/mol: 228.52
HOMO-LUMO gap, eV: 5.807
Total charge: 0

Geometry as XYZ:
```
91
Properties=species:S:1:pos:R:3:lowdin_charge:R:1
O -4.6792 0.2983 -0.2808 -0.173
C -5.6103 -0.7214 0.2338 -0.172
C -5.9742 -1.1341 -1.2179 -0.066
H -6.4412 -0.3604 0.9263 0.125
H -5.0653 -1.5224 0.7690 0.101
C -5.0896 0.0985 -1.7136 -0.386
H -7.0503 -1.2843 -1.1237 0.101
H -5.5570 -2.1029 -1.4701 0.100
C -5.5485 1.5738 -2.0034 -0.027
H -6.0057 2.1055 -1.1446 0.070
H -6.2525 1.7168 -2.8429 0.076
H -4.6750 2.2700 -2.1400 0.091
C -3.8190 -0.2883 -2.6014 -0.023
H -3.1248 -1.0569 -2.2236 0.056
H -3.0859 0.5180 -2.7351 0.054
H -3.9497 -0.7753 -3.5996 0.090
Al 0.0678 0.1099 0.8111 0.344
C 0.0925 -2.3009 -0.4248 -0.113
C 0.1865 -2.8637 0.8651 -0.155
C -0.8886 -2.4045 1.6477 -0.108
H 0.9431 -3.5904 1.1614 0.088
C -1.5798 -1.3743 0.9165 -0.172
C -0.9437 -1.3202 -0.4130 -0.231
H -1.4235 -0.9117 -1.2999 0.081
H 0.6063 -2.6564 -1.3207 0.105
H -1.2235 -2.8442 2.5774 0.103
H -2.5892 -1.0005 1.1210 0.104
C 1.5430 1.7226 -1.4234 -0.153
C 0.3969 1.1943 -2.0345 -0.113
C -0.7114 1.4845 -1.2004 -0.174
H 0.3526 0.6778 -3.0011 0.107
C -0.2228 2.0162 0.0441 -0.270
C 1.2348 2.0943 -0.0784 -0.356
H 1.8740 2.5967 0.6482 0.052
H 2.4650 1.9194 -1.9330 0.075
H -1.7555 1.6067 -1.5156 0.101
H -0.8416 2.6496 0.6707 0.113
O -3.6103 2.8563 2.2727 -0.140
C -5.0151 3.0977 1.8760 -0.186
C -5.9058 3.5169 3.0458 -0.163
H -5.4353 2.1737 1.4248 0.092
H -5.1144 3.7690 1.0146 0.110
C -4.9996 3.3626 4.3016 -0.149
H -6.8136 2.8949 3.0586 0.106
H -6.2717 4.5434 2.9507 0.102
C -3.6004 3.0237 3.7180 -0.198
H -5.3819 2.5415 4.9359 0.106
H -4.9593 4.2415 4.9611 0.103
H -3.2321 2.0517 4.0627 0.106
H -2.8552 3.7417 4.1019 0.111
C 3.9890 -3.2609 2.1808 -0.243
Si 4.2821 -3.1909 0.3190 0.327
C 6.0063 -3.8392 -0.0711 -0.212
C 3.1136 -4.3663 -0.5828 -0.207
Si 3.9775 -0.9597 -0.3290 0.214
Te 2.4868 0.1351 1.4601 0.912
Si 5.7523 0.2157 0.6337 0.275
C 7.4643 -0.5654 0.5115 -0.217
C 5.8404 1.8533 -0.2898 -0.220
C 5.4351 0.4733 2.4900 -0.311
Si 4.4841 -0.9544 -2.6395 0.363
C 6.2790 -1.4977 -2.8980 -0.197
C 3.2848 -2.1523 -3.4519 -0.224
C 4.3755 0.7103 -3.5106 -0.221
H 3.8540 -4.3217 2.4478 0.031
H 3.0951 -2.7055 2.4996 -0.019
H 4.8532 -2.8760 2.7434 0.026
H 6.2307 -4.6017 0.6921 0.038
H 6.0244 -4.3286 -1.0567 0.030
H 6.7936 -3.0759 -0.0405 -0.002
H 2.0615 -4.2285 -0.3163 -0.007
H 3.1979 -4.2979 -1.6733 0.008
H 3.4075 -5.3813 -0.2804 0.038
H 7.7452 -0.8634 -0.5058 0.009
H 8.1646 0.2177 0.8475 0.035
H 7.5683 -1.4283 1.1845 0.028
H 4.9081 2.4298 -0.2304 0.032
H 6.6415 2.4306 0.1963 0.033
H 6.1082 1.7250 -1.3478 0.012
H 4.6127 1.1682 2.7210 -0.041
H 5.2450 -0.4750 3.0122 0.015
H 6.3528 0.9295 2.8852 0.030
H 6.5216 -2.4644 -2.4398 0.014
H 6.4119 -1.5888 -3.9885 0.040
H 6.9961 -0.7448 -2.5383 0.024
H 2.2672 -2.0807 -3.0415 0.019
H 3.2372 -1.8928 -4.5215 0.034
H 3.6297 -3.1920 -3.3685 0.018
H 3.3361 0.9317 -3.7857 0.023
H 4.7695 1.5492 -2.9252 0.009
H 4.9668 0.6374 -4.4367 0.036
```

Q: Which value of total charge does entry 1 give?
A: 0

Q: The highest electronic energy belongs to which entry?
A: C28H55AlO2Si4Te

Q: Look up the total charge of the second one.
A: 0

Q: electronic energy of number 1 (C28H54N2O25)?
A: -84072.9622 eV